No. 1
This record from OMol25 describes a single C7H4Cl3NOS molecule at a distorted geometry. The level of theory is ωB97M-V with the def2-TZVPD basis set.

Results
LUMO level: 0.0 eV
Energy relative to the best compared isomer or geometry (same formula, charge and spin): 0.000 eV
Maximum force: 4.56 eV Å⁻¹
DFT total energy: -2177.83330 a.u.

CARTESIAN COORDINATES (ANGSTROEM)
Cl1 1.9701 2.4080 -0.4354
Cl2 -0.0719 0.3379 2.6881
Cl3 2.4981 1.7153 2.3664
S1 2.3669 -0.4776 0.2629
O1 2.2396 -1.3470 1.4566
N1 0.3311 -1.5293 -1.4584
C1 -1.9870 -0.8363 -1.3290
C2 0.2033 1.1155 1.1230
C3 -1.0024 -1.6979 -1.7376
C4 -1.6615 0.1630 -0.3722
C5 -0.3326 0.1991 0.0858
C6 1.6873 1.2428 0.8795
C7 0.6522 -0.6367 -0.5672
H1 -1.0287 -2.5294 -2.3836
H2 -2.9772 -0.7536 -1.5703
H3 -0.4059 1.9327 1.0618
H4 -2.4814 0.6935 -0.0704

No. 2
This record from OMol25 describes 2 unconnected molecules or ions with the total composition C6H8N at a distorted geometry. The level of theory is ωB97M-V with the def2-TZVPD basis set.

Results
LUMO level: -5.2 eV
Energy relative to the best compared isomer or geometry (same formula, charge and spin): 11.456 eV
Maximum force: 3.40 eV Å⁻¹
DFT total energy: -287.53522 a.u.
Charge: +1

CARTESIAN COORDINATES (ANGSTROEM)
N1 2.5141 0.1586 0.6081
C1 0.2308 -0.3145 -0.5993
C2 -3.9909 -0.0300 0.4458
C3 -0.9027 0.0931 -0.6641
C4 -3.5734 0.1360 -0.8981
C5 1.6383 -0.5964 -0.3994
C6 2.7805 0.3419 -0.8159
H1 2.6570 1.3702 -1.0063
H2 -5.1349 -0.1027 0.5150
H3 2.1504 0.9751 1.1045
H4 -3.4394 -0.8157 0.8061
H5 -3.6196 0.8087 1.0105
H6 3.2787 -0.3456 1.1958
H7 1.6961 -1.6592 -0.1879
H8 3.7151 -0.0196 -1.1149

No. 3
This record from OMol25 describes a single C4H9NO molecule. The level of theory is ωB97M-V with the def2-TZVPD basis set.

Results
Structure (SMILES): CN(C)/C=C/O
LUMO level: 1.0 eV
Energy relative to the best compared isomer or geometry (same formula, charge and spin): 2.185 eV
Maximum force: 0.38 eV Å⁻¹
DFT total energy: -287.75216 a.u.

CARTESIAN COORDINATES (ANGSTROEM)
O1 -2.0772 2.3037 0.1170
N1 0.0968 -0.6856 0.1978
C1 -1.4304 1.1902 0.5693
C2 0.5085 -1.4999 -0.9309
C3 -0.7473 0.3699 -0.2273
C4 1.2540 -0.2231 0.9544
H1 -0.3716 -1.8758 -1.4606
H2 -1.8056 2.4288 -0.8020
H3 1.9225 0.4164 0.3484
H4 1.1287 -0.9296 -1.6498
H5 1.8278 -1.0869 1.3070
H6 0.9301 0.3505 1.8259
H7 -0.8038 0.5324 -1.3085
H8 1.0941 -2.3568 -0.5849
H9 -1.5264 1.0656 1.6443

No. 4
This record from OMol25 describes a single C5H8N2O molecule at a distorted geometry. The level of theory is ωB97M-V with the def2-TZVPD basis set.

Results
Structure (SMILES): C1=C\N=C/NOCC/1
LUMO level: 1.0 eV
Energy relative to the best compared isomer or geometry (same formula, charge and spin): 7.296 eV
Maximum force: 9.58 eV Å⁻¹
DFT total energy: -379.82005 a.u.

CARTESIAN COORDINATES (ANGSTROEM)
O1 0.1656 -1.5490 -0.1673
N1 -1.0260 -1.2253 0.3188
N2 -1.9126 0.7639 -0.4266
C1 -0.7615 1.3704 0.2441
C2 1.4560 -0.9533 0.1649
C3 1.4525 0.4672 -0.6840
C4 0.5541 1.5560 0.0819
C5 -2.0083 -0.5268 -0.3572
H1 2.2094 -1.4449 -0.2379
H2 2.3648 0.8492 -0.4437
H3 -1.4382 -2.0159 0.5937
H4 1.2540 0.2837 -1.6715
H5 0.8851 2.3328 0.8507
H6 1.3346 -0.8308 1.2863
H7 -3.1760 -0.8647 -0.8288
H8 -1.3536 1.7876 1.2767

No. 5
This record from OMol25 describes a molecular structure, C38H53As2GeIrN2O3. The level of theory is ωB97M-V with the def2-TZVPD basis set.

Results
LUMO level: -5.0 eV
Energy relative to the best compared isomer or geometry (same formula, charge and spin): 0.134 eV
Maximum force: 0.50 eV Å⁻¹
DFT total energy: -8467.39625 a.u.
Charge: +2

CARTESIAN COORDINATES (ANGSTROEM)
Ir1 -0.5187 -0.4661 -0.0540
As1 -2.2398 0.9038 0.8748
As2 -0.3948 1.2893 -1.6963
Ge1 2.5546 -3.2227 -3.2258
O1 0.6083 -1.8078 -1.2874
O2 0.8144 0.6453 1.1422
O3 -1.5268 -1.5677 -1.4540
N1 -0.1795 -2.7665 2.1760
N2 -1.0265 -2.1973 1.1744
C1 -1.7085 2.2715 2.1282
C2 -0.4550 -2.1545 -1.8771
C3 -3.9665 3.1923 -2.8454
C4 3.4437 -0.4941 -2.4052
C5 3.5908 0.4347 -5.0117
C6 3.1207 -1.3614 -3.4456
C7 3.0771 -5.1308 1.0956
C8 -2.6716 2.6916 -2.8568
C9 -0.5296 -3.2088 -2.9236
C10 3.2089 -0.8763 -4.7529
C11 3.8444 0.8126 -2.6557
C12 -2.1856 2.0077 -1.7499
C13 -0.8502 -3.8539 2.9429
C14 3.9582 -4.1434 0.6749
C15 2.5087 1.5831 2.4479
C16 0.7542 2.8006 -1.3662
C17 3.9127 1.2828 -3.9613
C18 0.2382 -4.3952 3.8627
C19 3.9408 -6.3311 -5.7210
C20 -1.3802 -4.9638 2.0365
C21 -3.6957 0.0020 1.7633
C22 -1.9789 -3.2430 3.7684
C23 2.7498 -3.9248 -1.4149
C24 -2.9985 1.8337 -0.6302
C25 2.0371 -5.5240 0.2639
C26 5.1910 -5.8844 -6.1243
C27 4.8697 -3.8621 -4.8666
C28 3.7981 -3.5526 -0.5730
C29 1.8754 -4.9211 -0.9770
C30 0.0197 0.7155 -3.4830
C31 -4.2911 2.3420 -0.6182
C32 -4.7736 3.0185 -1.7302
C33 2.6694 -0.8193 1.6353
C34 1.9113 0.4490 1.6960
C35 0.6788 -3.3666 -3.8510
C36 3.6081 -4.2947 -4.4581
C37 5.6564 -4.6501 -5.6952
C38 3.1574 -5.5413 -4.8920
H1 2.1881 -5.9177 -4.5827
H2 -1.4463 -3.0307 -3.4903
H3 2.8880 1.2353 3.4099
H4 -4.3964 0.7431 2.1448
H5 0.5967 -3.6175 4.5387
H6 -2.0543 2.8330 -3.7357
H7 5.8027 -6.4993 -6.7710
H8 -3.3115 -0.5660 2.6113
H9 4.2415 2.2950 -4.1612
H10 -2.1732 -4.6190 1.3667
H11 -0.1514 -5.2175 4.4612
H12 -0.7825 2.7345 1.7964
H13 0.6019 -3.1715 1.6684
H14 1.0771 -5.2699 -1.6244
H15 -1.6200 -2.3856 4.3406
H16 2.3801 -1.4024 2.5101
H17 5.2487 -2.8992 -4.5417
H18 -0.7661 0.0522 -3.8410
H19 2.9960 -1.5346 -5.5894
H20 4.1370 1.4585 -1.8347
H21 3.7419 -0.6346 1.6924
H22 1.0829 -4.7761 3.2840
H23 2.4241 -1.3894 0.7437
H24 0.0884 1.5864 -4.1329
H25 -2.4981 3.0193 2.1807
H26 0.6059 -2.6456 -4.6701
H27 -4.3470 3.7171 -3.7111
H28 -2.3617 -3.9821 4.4711
H29 3.6610 0.7856 -6.0334
H30 -4.9318 2.2135 0.2457
H31 -1.5594 1.8257 3.1107
H32 -5.7825 3.4079 -1.7264
H33 -0.7158 -4.1326 -2.3643
H34 0.5863 -4.3429 -4.3288
H35 1.3730 -6.3240 0.5675
H36 -4.2104 -0.6576 1.0666
H37 3.3761 1.9448 1.8880
H38 0.9804 0.1994 -3.4696
H39 1.7985 2.3940 2.5834
H40 4.5273 -2.8215 -0.9036
H41 0.6557 3.1245 -0.3324
H42 4.7930 -3.8602 1.3041
H43 6.6328 -4.3012 -6.0048
H44 3.5768 -7.2952 -6.0509
H45 -1.8164 -5.7600 2.6397
H46 -0.5749 -5.3968 1.4392
H47 1.7837 2.5091 -1.5674
H48 -1.8822 -1.9458 1.6615
H49 0.4624 3.6102 -2.0335
H50 -2.8337 -2.9404 3.1546
H51 3.4047 -0.8490 -1.3860
H52 -1.3110 -2.9160 0.5025
H53 3.2235 -5.6190 2.0506